# C30H39IN3O2

4 unconnected molecules or ions with the total composition C30H39IN3O2 (ωB97M-V/def2-TZVPD, the Open Molecules 2025 dataset).

Properties
orbital gap: 8.00 eV
net charge: +1
E_LUMO: -0.1031 hartree

Element x y z (Å)
C -3.35 -1.77 2.46
C -2.99 -2.98 1.64
O -2.42 -3.94 2.07
O -3.38 -2.92 0.32
C -2.31 -2.71 -0.60
C -2.23 -1.27 -1.07
C -1.12 -1.14 -2.13
C -0.11 0.02 -1.87
C 1.27 -0.49 -1.70
N 2.17 -0.51 -2.68
C 3.33 -1.12 -2.24
I 4.97 -1.39 -3.45
C 3.11 -1.46 -0.96
N 1.82 -1.06 -0.63
C 1.23 -1.27 0.70
C 0.79 0.00 1.40
C 1.89 1.09 1.45
N 1.71 2.23 0.54
H -3.50 -2.07 3.49
H -2.52 -1.06 2.40
H -4.25 -1.30 2.06
H -1.37 -3.03 -0.13
H -2.46 -3.38 -1.44
H -2.07 -0.60 -0.22
H -3.19 -1.05 -1.54
H -1.52 -1.02 -3.13
H -0.56 -2.08 -2.16
H -0.11 0.70 -2.72
H -0.41 0.61 -1.01
H 1.99 -0.13 -3.60
H 3.76 -1.96 -0.27
H 2.03 -1.70 1.30
H 0.43 -2.01 0.63
H -0.12 0.42 0.97
H 0.54 -0.29 2.42
H 1.87 1.49 2.46
H 2.87 0.66 1.29
H 0.75 2.55 0.57
H 1.95 1.99 -0.41
C -4.32 -6.08 -0.76
C -4.78 -6.95 -1.75
C -4.05 -8.09 -2.05
C -2.87 -8.36 -1.38
C -2.41 -7.49 -0.39
C -3.14 -6.34 -0.09
H -4.89 -5.18 -0.53
H -5.70 -6.74 -2.27
H -4.40 -8.76 -2.82
H -2.30 -9.25 -1.61
H -1.49 -7.70 0.14
H -2.78 -5.66 0.67
C 3.63 5.94 4.25
C 2.93 5.18 3.33
C 3.48 3.99 2.85
C 4.72 3.57 3.32
C 5.41 4.33 4.24
C 4.87 5.52 4.70
H 3.21 6.87 4.61
H 1.97 5.51 2.97
H 2.93 3.39 2.13
H 5.14 2.64 2.95
H 6.38 4.00 4.60
H 5.42 6.12 5.42
C 0.06 4.01 -2.10
C 0.10 4.88 -1.02
C -0.41 6.17 -1.15
C -0.97 6.57 -2.36
C -1.01 5.70 -3.43
C -0.50 4.42 -3.31
H 0.46 3.01 -2.00
H 0.53 4.57 -0.08
H -0.37 6.85 -0.31
H -1.37 7.57 -2.45
H -1.45 6.02 -4.37
H -0.53 3.74 -4.15

---

# C30H39N6O3

2 unconnected molecules or ions with the total composition C30H39N6O3 at a distorted geometry (ωB97M-V/def2-TZVPD, the Open Molecules 2025 dataset).

Properties
orbital gap: 5.89 eV
net charge: +1
relative energy (zero: lowest compared OMol25 entry of this formula, charge and spin): 5.24 kcal/mol
E_LUMO: -0.1811 hartree

Element x y z (Å)
C -2.10 1.57 2.42
N -1.47 0.27 2.31
C -2.38 -0.86 2.24
C -1.73 -1.96 1.46
C -0.39 -2.32 2.06
N 0.41 -1.13 2.31
C 1.81 -1.45 2.51
C 2.61 -0.26 2.94
C 2.06 1.01 2.34
N 0.66 1.19 2.65
C -0.11 0.13 2.43
H -1.35 2.35 2.32
H -2.84 1.67 1.62
H -2.62 1.67 3.38
H -2.64 -1.19 3.26
H -3.28 -0.50 1.74
H -2.37 -2.85 1.49
H -1.60 -1.67 0.41
H -0.52 -2.87 3.00
H 0.17 -2.97 1.37
H 1.89 -2.25 3.26
H 2.21 -1.87 1.58
H 2.61 -0.18 4.03
H 3.64 -0.39 2.61
H 2.56 1.90 2.74
H 2.23 0.98 1.25
C 3.92 9.60 2.52
N 3.72 8.21 2.18
C 4.55 7.58 1.29
O 5.47 8.11 0.67
C 4.10 6.12 1.22
C 5.25 5.17 1.57
C 6.35 5.17 0.53
C 7.67 5.40 0.91
C 8.67 5.49 -0.06
C 8.35 5.33 -1.42
C 7.03 5.06 -1.79
C 6.03 4.97 -0.82
N 2.98 6.07 2.16
C 2.30 4.93 2.38
C 1.31 4.82 3.35
C 0.55 3.71 3.70
C -0.41 3.75 4.77
C -1.04 2.59 5.32
C -2.05 2.66 6.28
C -2.47 3.93 6.75
N -3.64 4.07 7.56
O -3.98 5.23 7.89
O -4.29 3.05 7.88
C -1.82 5.09 6.31
C -0.83 5.01 5.34
C 2.76 7.35 2.86
C 3.11 7.27 4.36
C 1.35 7.94 2.67
H 4.72 10.00 1.89
H 3.00 10.17 2.33
H 4.19 9.71 3.58
H 3.75 5.92 0.19
H 5.67 5.48 2.54
H 4.84 4.15 1.69
H 7.90 5.53 1.97
H 9.70 5.70 0.24
H 9.13 5.43 -2.18
H 6.77 4.91 -2.84
H 4.99 4.77 -1.10
H 2.56 4.07 1.75
H 1.13 5.74 3.90
H 0.65 2.78 3.12
H -0.74 1.61 4.96
H -2.54 1.78 6.67
H -2.14 6.05 6.72
H -0.41 5.94 4.98
H 4.18 7.03 4.48
H 2.90 8.24 4.83
H 2.53 6.50 4.87
H 1.24 8.29 1.63
H 0.56 7.21 2.86
H 1.22 8.79 3.35

---

# C30H40AlFN3O4P

A molecular structure, C30H40AlFN3O4P at a distorted geometry (ωB97M-V/def2-TZVPD, the Open Molecules 2025 dataset).

Properties
orbital gap: 7.77 eV
net charge: +2
relative energy (zero: lowest compared OMol25 entry of this formula, charge and spin): 42.12 kcal/mol
E_LUMO: -0.2263 hartree

Element x y z (Å)
Al 0.64 1.64 -0.41
C 6.77 -2.18 -0.03
C 5.52 -3.07 0.11
C 5.55 -3.91 1.38
C 4.37 -4.85 1.49
C 3.08 -4.12 1.31
C 1.92 -4.58 1.94
C 0.74 -3.86 1.88
F -0.45 -4.30 2.37
C 0.77 -2.54 1.38
C 1.87 -2.06 0.62
C 1.88 -0.78 0.03
O 0.83 0.03 0.25
C 2.94 -0.45 -0.75
C 4.11 -1.27 -0.77
N 4.22 -2.37 -0.01
C 3.06 -2.87 0.61
C 3.08 0.85 -1.50
O 4.06 1.14 -2.21
O 2.11 1.78 -1.28
H 7.66 -2.81 -0.09
H 6.68 -1.47 0.84
H 6.66 -1.57 -0.94
H 5.58 -3.72 -0.81
H 5.63 -3.22 2.22
H 6.50 -4.41 1.45
H 4.30 -5.41 2.43
H 4.38 -5.77 0.77
H 1.91 -5.52 2.51
H -0.08 -1.85 1.51
H 4.99 -0.89 -1.25
C -5.75 -2.24 -0.25
C -5.70 -1.12 -1.33
N -4.38 -0.65 -1.72
C -3.41 -1.71 -1.88
C -2.33 -1.92 -0.82
C -4.34 0.53 -2.48
O -5.31 1.05 -2.99
C -2.94 1.18 -2.59
C -2.55 1.63 -3.85
C -1.20 2.05 -4.07
C -0.29 2.00 -3.05
N -0.68 1.52 -1.83
C -1.87 1.08 -1.65
H -6.70 -2.77 -0.34
H -5.58 -1.88 0.80
H -4.96 -3.01 -0.22
H -6.30 -0.28 -0.93
H -6.26 -1.42 -2.22
H -2.86 -1.61 -2.85
H -3.91 -2.66 -2.07
H -2.59 -1.46 0.16
H -1.42 -1.50 -1.18
H -2.34 -3.01 -0.64
H -3.22 1.78 -4.69
H -0.95 2.49 -4.99
H 0.72 2.28 -3.25
H -2.08 0.47 -0.78
C -0.06 1.86 3.28
C -0.08 3.22 2.57
P -0.79 3.26 0.88
C -0.74 5.07 0.38
C 0.72 5.54 0.14
C -2.60 3.01 1.19
C -3.28 3.99 2.14
H 0.31 1.89 4.28
H 0.50 1.17 2.69
H -1.11 1.51 3.54
H 0.96 3.47 2.49
H -0.66 4.02 3.19
H -1.09 5.64 1.24
H -1.43 5.09 -0.47
H 1.28 5.60 1.07
H 0.84 6.53 -0.36
H 1.24 4.85 -0.48
H -2.80 1.97 1.51
H -3.06 2.98 0.22
H -2.54 4.85 2.32
H -3.52 3.58 3.16
H -4.13 4.52 1.67

---

# C30H40Cl3NO8PSSiTi

A molecular structure, C30H40Cl3NO8PSSiTi (ωB97M-V/def2-TZVPD, the Open Molecules 2025 dataset).

Properties
orbital gap (alpha / beta): 4.39 / 4.32 eV
multiplicity: 2
net charge: -2
relative energy (zero: lowest compared OMol25 entry of this formula, charge and spin): 4.50 kcal/mol
E_LUMO (alpha / beta): 0.1292 / 0.1292 hartree

Element x y z (Å)
Ti -0.16 -0.79 0.63
C -4.66 0.42 0.60
C -3.23 0.82 0.99
C -2.89 2.10 0.20
C -2.30 -0.34 0.60
C -3.16 1.20 2.48
C -1.96 1.15 3.18
C -1.86 1.55 4.51
C -2.98 2.04 5.17
C -4.18 2.10 4.49
C -4.27 1.69 3.17
H -4.66 0.12 -0.45
H -5.39 1.23 0.71
H -4.99 -0.44 1.19
H -2.85 1.85 -0.87
H -1.92 2.49 0.49
H -3.65 2.87 0.35
H -2.45 -0.54 -0.47
H -1.08 0.75 2.70
H -0.91 1.46 5.02
H -2.91 2.34 6.21
H -5.07 2.46 5.00
H -5.23 1.73 2.68
O 0.06 1.48 0.74
S 1.36 2.16 1.08
C 0.83 3.68 1.86
C 1.37 3.97 3.10
C 0.93 5.10 3.79
C -0.05 5.91 3.23
C -0.59 5.60 1.98
C -0.15 4.49 1.29
C 1.92 2.86 -0.47
C 1.14 2.66 -1.60
C 1.58 3.19 -2.81
C 2.77 3.89 -2.88
C 3.55 4.06 -1.74
C 3.13 3.54 -0.52
H 2.11 3.31 3.54
H 1.33 5.33 4.77
H -0.41 6.77 3.77
H -1.37 6.22 1.56
H -0.57 4.22 0.33
H 0.23 2.09 -1.52
H 0.99 3.03 -3.70
H 3.11 4.29 -3.82
H 4.49 4.59 -1.79
H 3.73 3.65 0.37
C 1.89 -5.49 -1.42
C 0.39 -5.28 -1.53
C -0.17 -6.08 -2.70
C -0.31 -5.65 -0.23
O 0.09 -3.90 -1.90
P 0.73 -2.63 -1.20
O -0.14 -1.41 -1.47
O 0.99 -2.77 0.26
O 2.15 -2.48 -1.95
C 2.36 -1.86 -3.23
C 2.30 -0.35 -3.08
C 1.34 -2.34 -4.26
C 3.76 -2.30 -3.63
H 2.09 -6.54 -1.23
H 2.30 -4.91 -0.58
H 2.40 -5.19 -2.33
H -0.04 -7.15 -2.52
H 0.34 -5.82 -3.63
H -1.24 -5.87 -2.81
H -0.08 -6.68 0.02
H -1.39 -5.53 -0.32
H 0.00 -5.02 0.61
H 1.29 -0.05 -2.80
H 2.58 0.14 -4.01
H 2.98 -0.03 -2.28
H 0.33 -2.05 -3.97
H 1.37 -3.43 -4.35
H 1.57 -1.90 -5.23
H 4.48 -1.99 -2.87
H 4.04 -1.86 -4.59
H 3.80 -3.39 -3.72
Cl -1.21 -4.97 3.19
Si -2.19 -2.02 1.42
Cl -3.56 -2.06 3.03
Cl -3.14 -3.29 -0.03
O 3.44 -0.61 2.03
N 2.33 -0.56 1.56
O 1.29 -0.73 2.26
O 2.12 -0.28 0.34

---

# C30H41BaN3O3

A molecular structure, C30H41BaN3O3 at a distorted geometry (ωB97M-V/def2-TZVPD, the Open Molecules 2025 dataset).

Properties
orbital gap (alpha / beta): 5.73 / 5.73 eV
net charge: +2
E_LUMO (alpha / beta): -0.2411 / -0.2410 hartree

Element x y z (Å)
C -2.97 4.39 -6.60
C -2.17 4.66 -7.67
H -3.90 4.97 -6.54
H -2.73 3.68 -5.85
C -0.93 3.94 -7.90
C -0.53 2.97 -7.03
H -1.02 2.88 -6.08
H 0.34 2.37 -7.28
C -2.59 5.73 -8.67
H -3.58 6.11 -8.39
H -2.65 5.36 -9.70
H -1.90 6.59 -8.67
C -0.07 4.29 -9.10
H 0.23 5.35 -9.11
H -0.56 4.07 -10.06
H 0.85 3.68 -9.05
Ba 0.65 0.58 -0.28
O -0.49 1.15 -2.52
C -0.81 0.67 -3.64
O 0.58 -1.28 -1.86
C 0.04 -1.57 -2.96
O 0.00 -2.81 -3.39
N -0.55 -0.70 -3.87
C -0.65 -2.85 -4.72
C -1.05 -1.44 -5.04
H -1.51 -3.51 -4.65
H 0.09 -3.22 -5.44
H -2.14 -1.33 -5.12
H -0.58 -1.07 -5.95
C -1.51 1.37 -4.68
C -2.41 2.39 -4.45
H -1.41 0.92 -5.67
H -2.16 3.21 -3.78
H -3.48 2.25 -4.70
C 3.59 -5.77 3.12
C 2.81 -4.70 3.88
C 1.65 -5.37 4.62
C 3.74 -4.06 4.93
C 2.27 -3.61 2.94
C 2.47 -3.61 1.56
C 1.95 -2.56 0.80
N 1.31 -1.50 1.34
C 1.09 -1.49 2.69
C 1.54 -2.55 3.50
C 0.33 -0.34 3.23
C 0.23 -0.10 4.62
C -0.54 0.97 5.09
C -1.20 1.77 4.15
C -1.04 1.50 2.79
N -0.27 0.49 2.32
C -0.67 1.32 6.58
C -0.18 2.76 6.81
C -2.14 1.23 6.99
C 0.14 0.38 7.47
H 3.96 -6.52 3.83
H 4.46 -5.34 2.61
H 2.95 -6.27 2.39
H 2.03 -6.15 5.29
H 1.08 -4.65 5.23
H 0.96 -5.83 3.91
H 4.59 -3.57 4.43
H 3.22 -3.31 5.53
H 4.14 -4.83 5.60
H 3.00 -4.42 1.05
H 2.04 -2.54 -0.29
H 1.31 -2.52 4.57
H 0.79 -0.75 5.29
H -1.83 2.60 4.46
H -1.55 2.10 2.02
H -0.76 3.48 6.23
H -0.26 3.02 7.87
H 0.88 2.85 6.52
H -2.52 0.21 6.83
H -2.25 1.48 8.05
H -2.76 1.92 6.41
H -0.20 -0.66 7.37
H 1.21 0.43 7.24
H 0.02 0.67 8.52

---

# C30H41Br2CoN3O5SSe2

A molecular structure, C30H41Br2CoN3O5SSe2 (ωB97M-V/def2-TZVPD, the Open Molecules 2025 dataset).

Properties
orbital gap (alpha / beta): 5.15 / 5.52 eV
multiplicity: 2
net charge: -2
relative energy (zero: lowest compared OMol25 entry of this formula, charge and spin): 0.00 kcal/mol
E_LUMO (alpha / beta): 0.1453 / 0.1452 hartree

Element x y z (Å)
Co 0.79 -0.87 -0.93
C -2.79 1.87 5.73
C -1.67 0.87 5.47
C -2.10 -0.49 6.04
C -0.42 1.34 6.23
C -1.36 0.72 3.98
C -0.28 -0.05 3.56
C -0.03 -0.22 2.21
Br 1.54 -1.16 1.70
C -0.85 0.29 1.17
O -0.68 0.02 -0.08
C -1.89 1.15 1.61
C -2.12 1.31 2.97
C -2.73 2.03 0.65
C -2.40 3.50 0.95
C -2.47 1.81 -0.85
C -4.23 1.78 0.89
H -2.97 1.95 6.80
H -3.72 1.56 5.25
H -2.53 2.86 5.35
H -2.28 -0.42 7.12
H -1.33 -1.25 5.87
H -3.02 -0.83 5.55
H -0.66 1.53 7.28
H -0.04 2.27 5.79
H 0.38 0.60 6.19
H 0.40 -0.51 4.27
H -2.93 1.97 3.26
H -1.33 3.67 0.82
H -2.66 3.77 1.98
H -2.94 4.16 0.27
H -1.44 2.02 -1.11
H -3.12 2.51 -1.40
H -2.68 0.79 -1.17
H -4.53 2.00 1.92
H -4.48 0.74 0.68
H -4.82 2.41 0.22
O 1.38 -4.16 -3.17
C 0.07 -4.52 -3.56
C -0.92 -3.34 -3.64
C -2.07 -3.77 -4.57
O -2.71 -5.01 -4.22
C -1.52 -3.01 -2.26
Se -0.31 -3.11 -0.71
C -0.25 -2.13 -4.36
Se -0.17 -0.39 -3.43
H 1.28 -3.79 -2.27
H -0.33 -5.27 -2.86
H 0.14 -5.00 -4.54
H -1.69 -3.91 -5.58
H -2.82 -2.96 -4.60
H -2.77 -5.02 -3.26
H -2.36 -3.68 -2.04
H -1.91 -2.00 -2.28
H -0.80 -1.92 -5.28
H 0.76 -2.41 -4.63
C 4.64 -3.84 1.38
C 5.42 -3.11 0.29
C 4.51 -2.40 -0.67
N 3.23 -2.48 -0.63
N 2.60 -1.70 -1.58
C 3.44 -1.07 -2.37
N 3.08 -0.37 -3.46
S 5.10 -1.37 -1.95
H 5.32 -4.25 2.12
H 4.04 -4.65 0.95
H 3.94 -3.16 1.87
H 6.03 -3.82 -0.28
H 6.10 -2.38 0.73
H 2.04 -0.27 -3.54
H 3.59 0.48 -3.62
Br 2.93 4.87 0.59
C 2.22 4.47 -1.13
C 2.26 5.50 -2.06
C 1.77 5.30 -3.34
C 1.26 4.06 -3.69
C 1.24 3.03 -2.75
C 1.71 3.21 -1.45
C 1.60 2.02 -0.49
O 1.29 2.26 0.67
O 1.82 0.90 -1.05
H 2.68 6.45 -1.77
H 1.80 6.11 -4.06
H 0.87 3.88 -4.68
H 0.86 2.06 -3.02